[1]
This record from the Open Molecules 2025 dataset describes CH6N5 as an isolated structure at a distorted geometry. The level of theory is ωB97M-V/def2-TZVPD.

Properties
**Highest occupied orbital energy (spin up / spin down)**: -14.66 / -14.66 eV
**2S+1**: 1
**Gap between HOMO and LUMO (spin up / spin down)**: 0.354 / 0.354 hartree
**ΔE to the lowest compared entry with this formula, charge and spin**: 73.0 kcal per mole
**Total charge**: +1

The geometry in XYZ format:
```
12
Properties=species:S:1:pos:R:3:forces:R:3
N -2.16510 0.40995 -0.50275 0.07 -0.06 -0.61
N -0.10478 0.34999 0.69722 1.73 0.94 2.02
N 1.60148 0.08927 -0.54417 -1.22 -2.06 -1.36
N -0.84782 1.24079 0.36715 0.24 1.43 0.33
N -1.76215 -0.66765 -0.37108 -1.69 -0.70 -0.46
C -0.62073 -0.92812 0.48218 0.90 -3.30 -0.79
H 1.44523 -0.28161 -1.48307 0.58 -1.26 0.53
H -1.00086 -1.29365 1.44159 -0.26 0.03 -0.02
H 1.68541 0.99729 -0.82569 1.20 3.36 0.29
H -0.59522 2.23320 0.63531 -0.52 -1.24 -0.38
H 0.05508 -1.83524 0.05535 -1.43 2.73 0.95
H 2.30947 -0.31423 0.04796 0.42 0.14 -0.49
```
Positions in Å, forces in eV/Å.

natural (NBO) population analysis, charges in e, atoms 1 to 8: number 1, N, carries 0.177; number 2, N, carries 0.034; number 3, N, carries -0.979; number 4, N, carries -0.233; number 5, N, carries -0.041; number 6, C, carries -0.183; number 7, H, carries 0.390; number 8, H, carries 0.294

***

[2]
This record from the Open Molecules 2025 dataset describes a 10-piece molecular cluster, C22H48F3N3O23S3 overall at a distorted geometry. The level of theory is ωB97M-V/def2-TZVPD.

Properties
**Highest occupied orbital energy**: -13.16 eV
**2S+1**: 1
**Gap between HOMO and LUMO**: 0.254 hartree
**ΔE to the lowest compared entry with this formula, charge and spin**: 20.2 kcal per mole
**Total charge**: +2

The geometry in XYZ format:
```
102
Properties=species:S:1:pos:R:3:forces:R:3
S 1.51305 4.79352 -0.66819 -0.81 0.76 -0.34
S 4.69413 -3.20163 -1.12900 0.46 0.37 0.27
S 3.08157 0.62932 3.53532 0.79 -0.59 0.29
F -1.46244 -0.70822 -0.82412 -0.64 0.28 -0.19
F -2.94492 -0.12600 0.65983 -0.47 0.86 -0.20
F -2.48217 -2.19392 0.32594 -0.21 -0.15 0.53
O 2.81660 4.27687 -0.68101 0.50 -0.13 -0.39
O -6.46467 3.10961 -3.18503 0.04 0.02 0.09
O -4.50346 -7.43208 -0.81847 0.00 -0.16 0.18
O 1.88600 1.16905 2.97946 -0.46 0.61 0.62
O 5.27445 1.73331 -4.71609 0.03 -0.41 0.17
O 4.13409 1.73414 3.93337 -0.05 -0.10 -0.36
O 5.32135 -4.49006 -0.45281 -0.07 0.32 -0.31
O -5.04724 -5.59316 0.34861 0.06 0.21 0.45
O 5.68882 -2.37849 -1.72702 0.32 -0.14 0.02
O -6.45350 1.05698 -4.05798 -0.14 0.03 0.08
O -1.18063 -0.46616 2.63677 -0.83 0.76 0.18
O 5.44591 1.69558 -6.96362 -0.19 0.03 0.05
O 2.77982 0.12076 5.05183 -0.72 0.59 -0.53
O 3.56634 -3.57477 -1.88501 -0.60 -0.04 0.23
O -6.62778 -6.68434 -0.79390 0.20 0.24 0.05
O 4.29809 -2.49158 0.26560 -0.21 -0.21 -0.26
O 3.71439 -0.40739 2.82150 0.25 -0.10 -0.09
O 1.23159 5.84023 -1.82749 0.77 -0.48 0.13
O 0.23966 0.00185 0.90588 -1.33 -0.31 0.04
O 6.79636 0.43902 -5.69164 -0.04 -0.12 0.38
O 0.97848 5.28338 0.56226 -0.33 -0.24 0.11
O -7.41493 2.75396 -5.19685 -0.06 -0.01 -0.19
O 0.48585 3.68074 -1.23632 -0.18 -0.47 0.85
N -0.51236 2.53093 1.39411 -0.47 0.56 -0.07
N -0.26589 0.34516 5.15900 0.93 -0.60 -0.42
N -3.78202 -0.46964 3.08679 -1.27 0.46 0.62
C 1.27030 -0.54273 0.06892 1.09 1.74 -0.44
C -6.14212 2.28400 -2.09201 -0.60 -1.11 0.34
C 3.94802 2.16489 5.28486 -0.05 0.39 0.52
C -7.29160 -5.60547 -0.16624 -0.58 0.30 0.68
C -0.12604 5.69533 -2.25677 -1.20 0.75 0.56
C 5.41512 -2.71734 1.16299 -0.35 -0.49 -0.57
C -0.38033 4.20367 -2.24907 0.52 -0.21 -1.75
C -0.77239 -0.87449 1.38126 1.23 -0.51 2.08
C 5.83050 -4.16231 0.84683 0.23 -0.60 0.49
C -4.80089 0.12413 -2.57433 0.01 -0.16 0.94
C -6.17368 -4.72353 0.43220 -0.58 -0.57 -0.47
C 6.14743 1.27386 -3.65240 -0.42 0.90 -0.13
C 5.79686 1.32224 -5.89286 0.20 -0.01 -0.38
C -5.31971 -6.66502 -0.44177 0.05 0.05 -0.54
C -5.91818 -3.42871 -0.28779 -1.08 0.49 -0.54
C -6.11860 0.83924 -2.68006 -0.35 0.99 -0.35
C 5.33870 0.96282 -2.42039 0.12 -0.58 0.21
C 6.87103 0.08576 -4.27481 -0.51 1.08 -1.61
C -1.94802 -0.97975 0.39734 1.68 -0.70 -1.26
C 3.50080 0.91965 6.02471 0.01 -0.23 0.41
C 1.97662 0.68728 -0.49601 0.12 -0.35 -0.47
C -6.86204 2.33136 -4.24785 0.57 0.25 0.12
H -5.18471 -2.79290 0.20392 0.18 -0.10 -0.12
H -6.99655 0.34747 -2.25776 0.45 -0.67 0.09
H 5.00436 -2.69502 2.16401 0.20 0.49 0.11
H -0.50225 1.32822 5.24455 0.16 0.03 0.27
H -0.58028 -0.00595 4.21442 -0.52 -0.44 -0.50
H -5.72205 -3.54761 -1.35538 0.63 -0.33 0.15
H -4.21977 -0.23887 2.19564 0.10 -0.21 -0.03
H 3.22293 2.98111 5.31937 -0.22 -0.22 -0.13
H 6.18541 -1.98506 0.93985 0.04 0.08 0.28
H -1.51261 2.49042 1.20006 -0.04 -0.21 0.30
H 0.75509 0.19225 5.09607 0.11 0.56 0.14
H -5.22309 2.53843 -1.56248 0.18 0.36 -0.46
H 4.29007 0.26709 6.39108 0.26 0.31 -0.03
H -4.65565 -0.19477 -1.53413 -0.18 -0.19 -0.07
H -0.11894 2.90862 0.51865 0.49 -0.23 0.05
H 5.35674 -4.83764 1.55945 -0.10 -0.08 -0.19
H -0.15441 1.57800 1.62720 0.23 -0.10 -0.52
H -1.40832 3.85363 -2.18814 -0.05 0.31 0.76
H 5.04930 1.79541 -1.78189 0.28 0.29 -0.23
H -0.28996 6.15115 -3.22827 0.49 -0.09 -0.12
H -0.28295 -1.85365 1.48586 -0.39 -0.23 -0.50
H -7.91260 -5.97049 0.65632 0.07 -0.30 -0.12
H 0.94328 -1.12781 -0.78719 -0.50 -0.36 0.43
H -4.09476 -1.39777 3.37399 0.27 -0.08 -0.11
H -4.16184 0.19301 3.76539 0.10 -0.09 0.05
H 2.04148 -1.03464 0.66385 -0.45 -0.57 0.14
H 1.35690 1.36089 -1.09195 -0.32 -0.23 0.17
H -0.03635 3.79905 -3.20642 0.21 -0.08 0.15
H 5.94297 0.25801 -1.84372 -0.23 0.03 0.27
H -4.76267 -0.75797 -3.20773 0.10 0.07 -0.10
H -0.55893 -0.21079 5.96062 -0.49 0.08 -0.14
H -3.95880 0.79729 -2.74252 -0.10 -0.01 -0.54
H -2.71168 -0.37621 2.97902 0.95 -0.48 -0.45
H -0.75517 6.24983 -1.55416 0.00 -0.17 0.08
H 6.30657 -0.83960 -4.18282 0.41 -0.23 0.49
H 4.86002 2.57646 5.71098 0.28 -0.24 -0.42
H -6.87352 -2.88905 -0.34427 0.08 0.13 0.48
H 6.82101 2.12466 -3.52345 0.27 -0.26 0.40
H 2.43986 1.26458 0.30432 0.23 -0.03 -0.13
H 2.85426 1.19517 6.85767 -0.15 -0.23 -0.09
H 4.41425 0.45629 -2.70323 0.14 -0.17 -0.15
H -6.47725 -4.55428 1.46587 0.59 0.11 0.17
H -7.97835 -5.08650 -0.83444 0.34 -0.05 -0.37
H 6.89674 -4.37741 0.86794 0.06 0.38 -0.07
H 2.71036 0.30544 -1.20850 0.36 0.25 0.28
H 7.93700 0.08212 -4.08302 -0.07 -0.55 0.55
H -0.34420 3.20310 2.14101 0.12 0.08 -0.11
H -6.95720 2.30443 -1.36409 0.05 0.38 0.05
```
Positions in Å, forces in eV/Å.

Mulliken population analysis, charges in e, atoms 1 to 8: number 1, S, carries 1.142; number 2, S, carries 1.078; number 3, S, carries 0.966; number 4, F, carries -0.281; number 5, F, carries -0.310; number 6, F, carries -0.322; number 7, O, carries -0.485; number 8, O, carries -0.356

***

[3]
This record from the Open Molecules 2025 dataset describes a 5-piece molecular cluster, C4H18O4 overall at a distorted geometry. The level of theory is ωB97M-V/def2-TZVPD.

Properties
**Highest occupied orbital energy**: -11.12 eV
**2S+1**: 1
**Gap between HOMO and LUMO**: 0.416 hartree
**ΔE to the lowest compared entry with this formula, charge and spin**: 14.0 kcal per mole
**Structure (SMILES)**: CCCC.O.O.O.O
**Total charge**: 0

The geometry in XYZ format:
```
26
Properties=species:S:1:pos:R:3:forces:R:3
O 1.81025 1.96790 0.81107 0.31 0.05 0.07
O -1.03918 2.83738 0.04533 0.03 0.08 0.16
O 1.69953 -2.83416 -0.14598 1.08 -0.25 0.44
O 1.01797 -0.16171 2.57679 -0.06 -0.25 0.13
C -1.83913 -1.40816 0.60955 -0.58 -0.46 -1.06
C -0.02979 0.34817 -2.32107 0.12 1.35 -0.67
C -1.65046 -0.40306 -0.51741 0.86 0.79 -0.08
C -0.73184 -0.81601 -1.67391 -0.18 -0.33 0.35
H 1.02910 -2.39649 0.37925 -0.35 -0.03 -0.36
H 1.60018 0.05865 1.84272 -0.08 0.13 -0.09
H -1.33102 -1.27917 -2.44924 -0.17 -0.40 -0.11
H 2.06008 2.34821 1.66128 -0.21 -0.03 0.11
H 1.41494 -3.03314 -1.03655 -0.53 0.19 0.05
H 0.52125 0.13237 -3.24034 0.20 -0.49 0.27
H -2.57310 -0.06246 -0.97701 -0.50 -0.18 0.32
H 0.13206 0.01151 2.24271 0.01 0.03 0.00
H -1.25673 0.51452 -0.07311 0.08 -0.11 -0.03
H 0.61868 0.94563 -1.67344 0.14 -0.43 0.22
H -2.37295 -2.27671 0.20870 -0.19 0.03 0.29
H -0.36280 2.15984 0.16077 0.14 0.15 -0.08
H -0.05595 -1.58394 -1.29506 0.23 0.19 -0.27
H -0.92254 -1.82884 1.02317 0.19 0.39 0.07
H -0.73714 1.10701 -2.68403 -0.32 -0.25 0.26
H -2.42845 -0.93214 1.38220 -0.12 -0.21 0.37
H 2.65069 1.92101 0.34457 -0.03 -0.02 -0.28
H -0.68589 3.58348 0.54114 -0.07 0.04 -0.07
```
Positions in Å, forces in eV/Å.

natural (NBO) population analysis, charges in e, atoms 1 to 8: number 1, O, carries -0.959; number 2, O, carries -0.944; number 3, O, carries -0.949; number 4, O, carries -0.950; number 5, C, carries -0.610; number 6, C, carries -0.611; number 7, C, carries -0.392; number 8, C, carries -0.402

***

[4]
This record from the Open Molecules 2025 dataset describes C27H53As3KO9P as an isolated structure at a distorted geometry. The level of theory is ωB97M-V/def2-TZVPD.

Properties
**Highest occupied orbital energy**: -2.47 eV
**2S+1**: 1
**Gap between HOMO and LUMO**: 0.244 hartree
**ΔE to the lowest compared entry with this formula, charge and spin**: 30.5 kcal per mole
**Total charge**: -2

The geometry in XYZ format:
```
94
Properties=species:S:1:pos:R:3:forces:R:3
As -0.32372 -1.48489 2.45510 -0.30 -0.20 0.43
As -2.90097 -0.57350 0.81666 0.03 -0.23 -0.15
As -5.81979 -1.81643 4.46266 -0.05 -0.05 -0.03
K 0.31043 0.40959 -0.12111 -0.98 -1.56 0.87
P 3.20237 0.23871 1.80091 -0.19 -0.10 -0.16
O -2.56980 2.14601 -2.06233 0.50 0.05 0.40
O 1.85004 -0.19637 1.32994 2.25 -0.36 1.61
O 1.58419 2.25177 -0.73841 0.58 1.22 -0.64
O 4.05786 -1.08280 2.22182 0.23 -0.42 -0.11
O 4.06499 1.14395 1.00384 0.11 0.10 -0.17
O 2.96822 0.80521 3.29253 -0.19 -0.04 0.36
O -1.58620 1.72673 -0.07590 -1.20 1.15 -0.53
O 0.23266 0.78899 -4.48973 0.00 0.01 0.57
O 0.04718 0.15091 -2.31597 -0.06 0.44 -2.65
C 4.72041 -3.29765 1.88406 0.06 -0.26 0.08
C -3.25316 -2.56936 2.99884 -0.02 0.17 0.06
C 1.49622 4.54946 -0.90639 0.04 -0.13 -0.16
C 1.88637 2.51957 -2.12254 -0.41 0.26 0.16
C 0.49578 2.45616 -2.81330 0.02 -0.06 0.45
C -0.40428 3.07973 -1.67548 0.29 -0.40 -0.07
C 3.54150 3.10694 3.51499 0.04 0.19 -0.15
C -4.66054 0.20711 0.46419 0.03 0.23 -0.19
C 0.20093 0.99425 -3.25627 -0.02 -0.44 -0.06
C -4.00799 -1.45389 3.79067 0.17 -0.27 -0.19
C 4.01038 -1.95689 -0.09690 -0.18 0.11 -0.01
C 2.38343 3.97662 -2.05681 -0.18 0.03 0.12
C -1.62423 2.22185 -1.24719 -0.65 0.13 0.07
C -0.53580 0.28205 3.30491 0.14 -0.01 -0.02
C -2.62100 -1.16350 -1.02526 0.16 0.22 -0.11
C -3.78937 -3.96350 3.36876 0.02 0.02 0.09
C 6.14379 -1.39091 1.07341 0.12 0.15 -0.05
C 0.63622 3.31982 -0.55814 0.02 0.22 -0.42
C 3.45636 1.52132 5.45707 -0.10 0.00 0.27
C -3.45331 -2.37367 1.47757 0.02 0.01 0.30
C -1.74769 -2.54570 3.40423 -0.28 0.13 -0.15
C 3.83622 1.69379 4.00017 0.12 0.00 -0.31
C 5.31176 1.34671 3.80070 0.07 -0.11 -0.05
C 4.72550 -1.91869 1.25351 -0.19 0.31 -0.01
C -6.18125 0.05561 4.93709 0.03 0.11 -0.07
C -6.83015 -1.78000 2.77960 0.01 -0.02 -0.05
C 0.99134 -2.15583 3.76166 0.13 0.08 0.02
H -2.82050 -3.08823 0.94649 0.06 -0.08 -0.02
H -1.17862 0.91119 2.69023 0.01 -0.02 0.01
H 5.92260 2.05371 4.36945 0.02 -0.03 0.00
H 0.21556 3.30002 0.44651 0.11 -0.08 -0.06
H 0.48894 3.05532 -3.71671 -0.02 0.18 -0.09
H 6.09863 -0.35987 0.70488 -0.01 -0.17 0.05
H 5.20298 -4.02363 1.21979 -0.03 0.04 0.09
H -4.06298 -0.54089 3.20009 0.03 0.11 -0.06
H -4.48657 -2.58500 1.18370 -0.05 -0.04 0.07
H 1.10003 -3.23493 3.65428 0.00 -0.08 -0.01
H -2.55873 -0.28016 -1.66942 -0.01 -0.13 0.12
H 1.95757 -1.68399 3.59367 -0.03 0.00 -0.03
H 3.68892 -3.61345 2.06848 0.12 0.03 -0.03
H -0.96382 0.17967 4.30478 -0.02 -0.04 0.02
H 3.65258 0.49138 5.77165 -0.02 0.11 -0.01
H -3.44662 -1.80127 -1.34259 -0.07 -0.06 0.00
H -0.83245 4.02207 -2.01043 0.01 0.14 -0.11
H -7.87364 -1.55717 3.00590 -0.02 -0.01 -0.01
H 5.57994 1.39860 2.74168 -0.06 0.05 0.17
H 4.03429 2.20691 6.08747 -0.06 -0.07 -0.03
H 2.99919 -2.35726 0.01037 0.08 0.05 -0.01
H 5.25369 -3.27887 2.84161 -0.07 -0.01 -0.12
H -1.66498 -2.32695 4.47349 -0.04 -0.01 0.04
H -5.33929 -0.52311 0.02345 -0.06 -0.04 -0.03
H -3.67496 -4.16955 4.43852 0.01 0.00 -0.03
H 2.24562 4.49270 -3.00988 -0.01 0.00 0.05
H 0.45908 0.72939 3.37340 -0.08 -0.10 0.00
H 3.44096 4.00570 -1.79189 0.00 0.01 0.02
H 6.70494 -2.00724 0.35885 -0.08 0.06 0.11
H 2.38882 1.72493 5.59047 0.12 -0.02 0.00
H -7.21735 0.16612 5.25862 0.00 0.00 0.00
H 4.22786 3.82626 3.97461 -0.06 -0.01 0.01
H 3.92985 -0.95624 -0.53664 0.06 -0.17 0.10
H -1.34862 -3.55530 3.27951 0.01 -0.14 -0.06
H -5.09836 0.63259 1.36439 -0.07 0.05 0.10
H 0.88443 5.40153 -1.21317 0.05 -0.02 0.00
H 2.61137 1.80269 -2.49663 0.01 -0.09 0.07
H -4.46684 1.01168 -0.25138 -0.03 -0.04 0.04
H 4.57756 -2.59309 -0.78161 -0.02 -0.01 0.01
H -6.77905 -2.75138 2.28808 -0.01 0.01 0.00
H 0.64712 -1.93309 4.77543 0.02 -0.02 0.00
H 5.51505 0.33133 4.15770 -0.04 0.12 -0.03
H -3.45381 -1.19513 4.69434 0.08 -0.03 0.07
H 2.10377 4.84549 -0.04795 -0.01 -0.02 -0.05
H -5.99535 0.70845 4.07871 -0.02 -0.06 0.10
H 6.66477 -1.39570 2.03512 0.01 0.00 -0.04
H -3.23525 -4.72529 2.81144 -0.04 0.05 0.04
H 3.66084 3.14279 2.42717 0.02 -0.01 0.15
H -4.84920 -4.07481 3.11524 0.03 0.02 0.00
H -5.52627 0.35547 5.75612 -0.02 0.00 -0.01
H -6.43240 -1.02152 2.10603 -0.03 -0.02 0.03
H -1.68035 -1.70932 -1.11474 -0.05 0.00 0.01
H 2.51271 3.38691 3.76248 0.08 -0.05 -0.02
```
Positions in Å, forces in eV/Å.

Mulliken population analysis, charges in e, atoms 1 to 8: number 1, As, carries 0.489; number 2, As, carries 0.900; number 3, As, carries 0.185; number 4, K, carries 0.778; number 5, P, carries -0.230; number 6, O, carries -0.794; number 7, O, carries 1.101; number 8, O, carries -0.126